Entry 1:
Entry from OMol25: an isolated molecule of C24H47N3O2S (ωB97M-V/def2-TZVPD).

Cartesian coordinates (Å):
1 C 7.433128 1.767722 0.690489
2 C 6.020357 2.306295 0.495164
3 C 5.141653 1.414639 -0.387837
4 C 4.790756 0.094124 0.297842
5 C 3.941818 -0.780548 -0.618899
6 C 2.635194 -0.075815 -1.012454
7 C 1.718811 0.036025 0.196424
8 O 1.463384 1.073133 0.785272
9 N 1.186712 -1.142491 0.584673
10 C 0.500772 -1.319018 1.853744
11 C 0.659407 -2.759915 2.330303
12 C 0.145876 -2.967595 3.749244
13 S 0.963867 -1.873278 4.966008
14 C -0.388953 -0.716745 5.326908
15 C -0.987859 -0.918315 1.754975
16 O -1.896001 -1.720612 1.866116
17 N -1.153882 0.400554 1.580878
18 C -2.453211 1.027853 1.547047
19 C -2.907246 1.509392 0.148863
20 N -3.240644 0.500625 -0.829145
21 C -4.174605 -0.509870 -0.356499
22 C -5.131564 -0.967188 -1.466512
23 C -5.853434 -2.244654 -1.046729
24 C -6.136355 0.137700 -1.780010
25 C -2.106823 -0.028710 -1.567804
26 C -1.712889 0.873606 -2.748550
27 C -0.514089 0.276996 -3.480239
28 C -2.882834 1.060597 -3.707339
29 C 2.943461 1.288061 -1.635450
30 C 3.844314 2.140475 -0.745714
31 H 7.915909 1.605116 -0.271060
32 H 8.030545 2.478946 1.256297
33 H 7.425645 0.827314 1.235365
34 H 6.084869 3.294112 0.032236
35 H 5.539516 2.430157 1.467823
36 H 5.689424 1.193374 -1.312362
37 H 4.240316 0.303552 1.217702
38 H 5.698654 -0.449448 0.563366
39 H 3.725624 -1.732595 -0.127166
40 H 4.504518 -0.997164 -1.530552
41 H 2.118310 -0.698914 -1.753904
42 H 1.355687 -1.973901 0.041181
43 H 0.979962 -0.637540 2.570392
44 H 1.717200 -3.030213 2.286435
45 H 0.092597 -3.418595 1.667065
46 H -0.922649 -2.774022 3.803049
47 H 0.344530 -3.990553 4.067787
48 H 0.013820 0.032850 6.000204
49 H -0.733987 -0.249530 4.409428
50 H -1.200100 -1.253480 5.810844
51 H -0.327764 0.972668 1.418005
52 H -3.164120 0.297797 1.939475
53 H -2.431404 1.897420 2.212274
54 H -2.127423 2.147691 -0.271485
55 H -3.798974 2.127137 0.306426
56 H -3.649591 -1.379572 0.066398
57 H -4.779331 -0.068167 0.438618
58 H -4.550702 -1.173087 -2.369910
59 H -6.421547 -2.075730 -0.134218
60 H -6.542036 -2.566446 -1.824960
61 H -5.142690 -3.047023 -0.861674
62 H -5.615127 1.070546 -1.975585
63 H -6.807004 0.288702 -0.936244
64 H -6.734070 -0.118473 -2.651972
65 H -1.225573 -0.170501 -0.924436
66 H -2.383314 -1.008592 -1.961885
67 H -1.426211 1.855739 -2.357838
68 H -0.218530 0.914548 -4.310314
69 H 0.334139 0.176363 -2.808022
70 H -0.761460 -0.706724 -3.875055
71 H -2.616135 1.750680 -4.504776
72 H -3.162662 0.109603 -4.155184
73 H -3.739170 1.456623 -3.171456
74 H 2.008952 1.822382 -1.817990
75 H 3.432661 1.122998 -2.599025
76 H 4.072381 3.074358 -1.264262
77 H 3.307193 2.386550 0.170195

Cartesian forces (eV/Å) of the 6 atoms listed first:
-0.2 0.1 0.1
0.1 -0.2 -0.3
-0.2 0.3 0.4
0.2 -0.1 -0.4
0.0 0.0 0.2
0.1 0.1 -0.2

ΔE to the lowest compared entry with this formula, charge and spin = 0.1582 eV
Kohn-Sham gap = 8.6 eV
E_tot = -45053.63853 eV
LUMO = 0.022 Ha
structure (SMILES) = CC[C@H]1CC[C@@H](C(=O)N[C@H](CCSC)C(=O)NCCN(CC(C)C)CC(C)C)CC1
charge = 0


Entry 2:
Entry from OMol25: a cluster of 6 separate species, C24H47N7O7P in total (ωB97M-V/def2-TZVPD).

Cartesian coordinates (Å):
1 C -3.090503 2.651571 -0.813613
2 C -2.175104 2.790583 -2.057498
3 P -2.998293 1.932096 -3.480769
4 C -3.399591 3.103240 -4.860448
5 C -4.765513 3.765067 -4.526403
6 C -1.999114 0.455233 -4.093348
7 C -0.874727 0.169315 -3.215323
8 N 0.003490 0.035008 -2.474478
9 C -2.967093 -0.743657 -4.226709
10 C -4.052936 -0.330533 -5.134114
11 N -4.831805 -0.029652 -5.934775
12 C -2.317874 -2.009852 -4.833868
13 O -1.105307 -2.256514 -4.804980
14 O -3.114309 -2.803960 -5.312265
15 H -3.403626 1.610531 -0.749323
16 H -2.619389 3.006054 0.097169
17 H -3.992916 3.211431 -1.049250
18 H -1.151449 2.472136 -1.863847
19 H -2.142586 3.860242 -2.292483
20 H -2.672659 3.917210 -4.937296
21 H -3.428993 2.584343 -5.813967
22 H -5.436495 3.785409 -5.380486
23 H -5.244318 3.148017 -3.763213
24 H -4.627343 4.745215 -4.074678
25 H -1.634352 0.682416 -5.095852
26 H -3.378712 -0.949750 -3.241906
27 C -3.382511 4.065021 4.092764
28 C -4.069840 3.172648 3.086992
29 O -4.665774 3.618906 2.116877
30 N -4.001841 1.835468 3.286080
31 C -3.337870 1.106613 4.358473
32 H -3.522146 5.100680 3.796665
33 H -3.814474 3.923762 5.084354
34 H -2.313528 3.850005 4.122112
35 H -4.481078 1.304856 2.576356
36 H -2.599050 0.450427 3.922416
37 H -4.082566 0.503767 4.888074
38 H -2.850920 1.770268 5.059694
39 C 1.724876 0.894861 5.070163
40 C 0.426627 0.132346 5.136921
41 O -0.643110 0.617145 4.778968
42 N 0.470157 -1.139696 5.607626
43 C 1.629315 -1.888611 6.066959
44 H 1.530727 1.884813 4.674087
45 H 2.156439 0.996208 6.060136
46 H 2.425977 0.388757 4.411209
47 H -0.429092 -1.593127 5.623973
48 H 1.738478 -2.780359 5.455555
49 H 1.469466 -2.188870 7.105328
50 H 2.539457 -1.303738 6.000949
51 C -0.914324 -2.130443 -8.049649
52 C 0.115936 -1.906542 -9.124708
53 O 0.849090 -0.928905 -9.152178
54 N 0.214663 -2.855216 -10.102670
55 C -0.557612 -4.073524 -10.242719
56 H -0.883074 -1.310823 -7.341295
57 H -1.911126 -2.170955 -8.491643
58 H -0.709567 -3.053104 -7.507527
59 H 0.919136 -2.651382 -10.792291
60 H 0.117381 -4.932691 -10.229806
61 H -1.085285 -4.058912 -11.199664
62 H -1.280127 -4.178904 -9.440934
63 C 4.356724 -4.532780 2.441925
64 C 3.304144 -4.435160 3.518304
65 O 3.563950 -4.035643 4.645442
66 N 2.039978 -4.807383 3.192957
67 C 1.546287 -5.298397 1.916709
68 H 5.307404 -4.202578 2.849098
69 H 4.461178 -5.564577 2.104574
70 H 4.097782 -3.892884 1.597707
71 H 1.386369 -4.719299 3.953851
72 H 0.762775 -4.632343 1.554198
73 H 1.122112 -6.294142 2.055446
74 H 2.336513 -5.349666 1.176609
75 C 5.784448 2.992296 3.904097
76 C 5.269388 2.253793 5.114848
77 O 4.084094 1.998984 5.262467
78 N 6.176591 1.871864 6.053118
79 C 7.612196 2.081697 6.051848
80 H 4.948147 3.226505 3.252841
81 H 6.265135 3.924612 4.203236
82 H 6.492029 2.372085 3.352496
83 H 5.766046 1.384085 6.832946
84 H 8.117131 1.114824 6.090234
85 H 7.892528 2.657117 6.936098
86 H 7.935760 2.615039 5.165031

Cartesian forces (eV/Å) of the 6 atoms listed first:
0.2 -0.3 -1.2
0.0 0.7 -0.1
-1.4 -0.8 0.8
0.4 0.9 0.4
0.3 -0.8 0.4
0.2 0.5 -0.3

Kohn-Sham gap = 6.5 eV
E_tot = -59704.63252 eV
LUMO = 0.061 Ha
charge = -1